C4H4O2 | ωB97M-V with the def2-TZVPD basis set

The SMILES is O=CC1=C[C@@H]1O. The value obtained for the HOMO energy is -9.865 eV. The calculation puts the HOMO-LUMO gap at 0.366 Eh. For the energy above the lowest of the compared OMol25 structures with the same formula, charge and spin, the calculation gives 59.1 kcal/mol.

Geometry as XYZ:
```
10
Properties=species:S:1:pos:R:3:forces:R:3:mulliken_charge:R:1
O 0.80604 0.52189 -2.06828 0.2 -0.3 0.3 -0.46
C 1.13413 -0.29235 -1.23288 -0.1 0.2 -0.2 0.04
C 0.47174 -0.33190 0.07503 -0.2 -0.1 0.0 -0.08
C -0.39926 -0.98130 0.80558 0.1 0.0 -0.2 -0.18
C -0.34972 0.49215 1.00058 0.2 0.0 0.3 -0.11
O -1.35855 1.32330 0.51212 -0.1 0.0 -0.2 -0.52
H 1.90839 -1.05550 -1.43594 -0.1 0.1 0.0 0.33
H -0.97071 -1.89457 0.89207 0.1 0.1 0.1 0.35
H 0.07877 0.92175 1.90604 0.0 -0.1 -0.2 0.30
H -1.32083 1.29654 -0.45432 -0.1 0.1 0.2 0.33
```
Positions in Å, forces in eV/Å.